# 1
Density functional theory data (wB97M-V/def2-TZVPD) for C14H42MnNO10 as an isolated structure.

Structure (ORCA input):
```
! RIJCOSX wB97M-V def2-TZVPD def2/J DEFGRID3
* xyz 1 6
Mn -0.878 -1.740 3.123
N -0.359 0.063 0.361
O 0.783 0.516 0.212
O -0.649 -0.450 1.492
O -1.202 0.084 -0.526
C -0.569 -1.154 -4.977
C -0.542 -1.048 -3.454
O -1.903 -0.814 -3.067
H -1.383 -1.843 -5.209
H 0.304 -1.636 -5.424
H -0.721 -0.194 -5.462
H 0.080 -0.217 -3.111
H -0.190 -1.992 -3.023
H -1.873 -0.585 -2.126
C 2.082 1.077 3.424
C 0.817 0.839 4.217
O 0.529 -0.581 4.311
H 2.966 0.674 3.922
H 2.291 2.132 3.248
H 1.979 0.597 2.453
H -0.056 1.340 3.791
H 0.866 1.340 5.188
H 0.895 -0.933 5.133
C -1.065 3.659 1.649
C -0.265 3.873 0.376
O 1.078 3.438 0.524
H -2.061 4.102 1.610
H -0.522 4.041 2.516
H -1.206 2.587 1.843
H -0.306 4.905 0.032
H -0.708 3.281 -0.437
H 1.066 2.480 0.611
C -3.186 2.395 -2.244
C -3.328 3.269 -3.486
O -4.493 4.106 -3.375
H -2.220 1.900 -2.151
H -3.953 1.618 -2.270
H -3.359 2.957 -1.324
H -3.491 2.639 -4.364
H -2.483 3.926 -3.675
H -5.251 3.562 -3.605
C -3.488 -2.275 0.124
C -2.466 -3.195 0.770
O -2.397 -2.932 2.224
H -3.578 -2.523 -0.936
H -3.160 -1.234 0.109
H -4.446 -2.387 0.629
H -1.466 -3.152 0.355
H -2.873 -4.205 0.671
H -3.235 -3.273 2.563
C 2.973 -2.843 2.867
C 1.958 -2.584 1.766
O 0.617 -2.983 2.211
H 2.906 -3.820 3.351
H 2.891 -2.100 3.661
H 3.986 -2.786 2.465
H 2.186 -3.141 0.859
H 2.009 -1.531 1.503
H 0.609 -3.944 2.125
C 5.333 -0.595 -1.909
C 3.867 -0.333 -1.648
O 3.698 0.051 -0.278
H 5.608 -1.637 -1.744
H 5.974 -0.013 -1.251
H 5.522 -0.364 -2.958
H 3.232 -1.204 -1.866
H 3.435 0.456 -2.276
H 2.795 0.333 -0.116
*
```

Summary:
relative energy (zero: lowest compared OMol25 entry of this formula, charge and spin) = 48.22 kJ/mol
E_LUMO (alpha / beta) = -0.1646 / -0.1826 Ha
HOMO (alpha / beta) = -11.59 / -11.59 eV

Results of the natural (NBO) charge analysis, in e, for atoms 1 through 8:
1 Mn 1.723
2 N 0.754
3 O -0.487
4 O -0.725
5 O -0.432
6 C -0.628
7 C -0.065
8 O -0.744

***

# 2
Density functional theory data (wB97M-V/def2-TZVPD) for a 3-piece molecular cluster, C14H42N2O11P2Si2 overall.

Structure (ORCA input):
```
! RIJCOSX wB97M-V def2-TZVPD def2/J DEFGRID3
* xyz 0 1
C -4.307 0.823 -0.095
C -3.877 2.271 -0.008
O -2.557 2.393 0.527
Si -1.270 2.777 -0.405
O 0.015 2.981 0.570
C 0.920 4.079 0.646
C 2.358 3.662 0.406
O -0.964 1.561 -1.458
Si -1.341 1.252 -3.034
C -1.752 -0.554 -3.266
C -2.859 -0.750 -4.308
N -3.073 -2.171 -4.614
C 0.098 1.821 -4.098
N 0.151 3.260 -4.382
C -0.838 3.740 -5.341
H -3.573 0.214 -0.632
H -5.257 0.750 -0.633
H -4.436 0.381 0.895
H -4.529 2.850 0.653
H -3.925 2.744 -1.002
H -1.547 4.010 -1.188
H 0.779 4.520 1.639
H 0.617 4.845 -0.083
H 3.002 4.544 0.330
H 2.739 3.030 1.213
H 2.439 3.093 -0.525
H -2.541 2.076 -3.380
H -2.042 -1.045 -2.330
H -0.845 -1.065 -3.612
H -2.618 -0.175 -5.216
H -3.800 -0.331 -3.936
H -2.607 -2.449 -5.472
H -4.060 -2.368 -4.747
H 1.031 1.515 -3.606
H 0.101 1.289 -5.061
H 0.121 3.804 -3.526
H -0.384 3.857 -6.333
H -1.246 4.710 -5.050
H -1.688 3.047 -5.436
C -1.686 -5.888 -0.417
O -1.746 -4.744 0.447
P -0.614 -3.640 0.432
O 0.465 -3.912 -0.523
O -0.149 -3.492 1.946
C 0.572 -4.573 2.552
O -1.447 -2.317 0.254
C -0.900 -1.042 0.635
H -1.416 -6.762 0.174
H -2.678 -6.022 -0.841
H -0.950 -5.727 -1.201
H 1.225 -5.055 1.824
H -0.133 -5.294 2.964
H 1.175 -4.145 3.351
H 0.161 -0.979 0.388
H -1.047 -0.883 1.703
H -1.438 -0.293 0.067
C 5.778 -1.184 5.752
O 4.535 -1.366 5.058
P 4.071 -0.368 3.921
O 5.021 0.722 3.668
O 2.607 0.094 4.331
C 2.452 0.922 5.489
O 3.747 -1.344 2.734
C 2.802 -0.971 1.718
H 5.570 -0.812 6.754
H 6.257 -2.158 5.813
H 6.407 -0.477 5.215
H 3.292 1.611 5.585
H 2.373 0.295 6.377
H 1.535 1.488 5.351
H 2.875 0.093 1.490
H 1.798 -1.212 2.052
H 3.054 -1.554 0.836
*
```

Summary:
E_LUMO = 0.0279 Ha
HOMO = -8.26 eV
SMILES = CCO[SiH](OCC)O[Si@H](CCN)CNC.COP(=O)(OC)OC.COP(=O)(OC)OC

Results of the Löwdin charge analysis, in e, for atoms 1 through 8:
1 C -0.066
2 C -0.296
3 O -0.189
4 Si 0.254
5 O -0.180
6 C -0.300
7 C -0.070
8 O -0.279

***

# 3
Density functional theory data (wB97M-V/def2-TZVPD) for a 7-piece molecular cluster, C14H42O14 overall.

Structure (ORCA input):
```
! RIJCOSX wB97M-V def2-TZVPD def2/J DEFGRID3
* xyz 0 1
O -1.696 3.585 2.524
C -1.165 3.692 3.818
C -0.458 5.004 4.065
O -1.358 6.115 3.999
H -2.266 4.347 2.364
H -1.936 3.655 4.611
H -0.552 2.828 4.071
H 0.295 5.064 3.266
H -0.032 5.049 5.073
H -0.807 6.899 3.967
O -1.634 -4.142 1.490
C -2.578 -3.109 1.237
C -3.567 -3.424 0.103
O -4.249 -4.635 0.341
H -2.144 -4.964 1.534
H -3.118 -2.868 2.162
H -1.968 -2.249 0.949
H -2.903 -3.567 -0.754
H -4.245 -2.572 0.031
H -5.197 -4.543 0.244
O -1.033 1.335 -2.211
C -1.545 0.234 -1.484
C -2.264 0.643 -0.218
O -1.305 1.008 0.773
H -0.202 1.574 -1.777
H -2.240 -0.328 -2.112
H -0.726 -0.465 -1.293
H -2.998 -0.116 0.076
H -2.812 1.578 -0.382
H -1.576 1.793 1.256
O 1.438 0.903 4.305
C 1.052 0.758 2.934
C 1.298 -0.643 2.426
O 2.705 -0.938 2.406
H 2.361 0.624 4.353
H -0.016 0.950 2.930
H 1.643 1.425 2.298
H 1.007 -0.677 1.370
H 0.759 -1.411 2.982
H 2.867 -1.763 1.948
O 1.653 5.131 -1.191
C 1.072 4.299 -2.191
C 1.654 2.904 -2.274
O 1.470 2.117 -1.101
H 2.290 4.629 -0.675
H -0.023 4.244 -2.130
H 1.230 4.870 -3.117
H 2.733 2.943 -2.484
H 1.254 2.457 -3.185
H 1.718 2.649 -0.338
O 5.588 -1.360 -1.936
C 4.478 -0.523 -2.203
C 3.261 -0.841 -1.365
O 2.542 -1.954 -1.923
H 5.258 -2.262 -1.877
H 4.764 0.525 -2.282
H 4.136 -0.701 -3.237
H 2.614 0.041 -1.362
H 3.443 -1.092 -0.316
H 1.608 -1.846 -1.717
O -0.509 -2.530 -2.936
C -0.592 -3.800 -2.305
C -1.652 -4.685 -2.957
O -1.025 -5.484 -3.984
H 0.003 -2.672 -3.743
H 0.356 -4.343 -2.290
H -0.830 -3.585 -1.259
H -2.469 -4.136 -3.425
H -2.198 -5.380 -2.312
H -0.665 -6.266 -3.558
*
```

Summary:
relative energy (zero: lowest compared OMol25 entry of this formula, charge and spin) = 131.49 kJ/mol
E_LUMO = 0.0121 Ha
HOMO = -9.84 eV
SMILES = OCCO.OCCO.OCCO.OCCO.OCCO.OCCO.OCCO

Results of the natural (NBO) charge analysis, in e, for atoms 1 through 8:
1 O -0.739
2 C -0.094
3 C -0.096
4 O -0.735
5 H 0.487
6 H 0.160
7 H 0.207
8 H 0.164

***

# 4
Density functional theory data (wB97M-V/def2-TZVPD) for a 7-piece molecular cluster, C14H42O7S4 overall.

Structure (ORCA input):
```
! RIJCOSX wB97M-V def2-TZVPD def2/J DEFGRID3
* xyz 0 1
C 25.846 24.269 7.020
C 24.626 25.213 7.179
O 23.699 24.898 6.166
H 26.133 24.259 6.000
H 25.589 23.368 7.488
H 26.618 24.344 7.691
H 24.789 26.205 6.875
H 24.218 25.355 8.207
H 23.355 25.732 5.768
C 24.362 24.272 2.573
C 25.828 24.716 2.730
O 26.542 24.837 1.635
H 23.739 24.889 2.029
H 24.021 23.995 3.479
H 24.622 23.250 1.800
H 26.441 23.852 2.971
H 25.833 25.727 3.482
H 27.595 24.929 1.910
C 23.643 25.764 -0.761
C 22.525 25.092 -1.456
O 22.796 23.630 -1.740
H 23.577 27.031 -0.986
H 24.558 25.491 -1.244
H 24.036 25.446 0.343
H 22.269 25.441 -2.516
H 21.543 25.019 -0.982
H 23.128 23.653 -2.793
C 21.546 19.124 5.211
S 22.984 20.111 5.080
O 23.533 20.107 3.606
C 22.049 21.676 5.233
H 21.159 19.204 6.185
H 21.755 18.059 5.128
H 20.885 19.209 4.269
H 21.507 21.539 4.409
H 22.754 22.592 5.223
H 21.500 21.454 6.154
C 31.682 25.296 2.406
S 30.064 25.512 3.117
O 29.090 25.251 1.995
C 29.735 24.016 3.969
H 31.664 24.326 1.925
H 32.268 25.130 3.231
H 31.611 25.911 1.628
H 30.378 24.102 4.962
H 29.831 23.172 3.310
H 28.834 23.916 4.229
C 31.161 26.219 -0.774
S 29.485 26.443 -0.164
O 28.777 27.244 -1.204
C 28.954 24.729 -0.311
H 31.006 25.982 -1.779
H 31.691 25.353 -0.286
H 31.664 27.130 -0.719
H 29.485 24.194 0.315
H 28.937 24.419 -1.215
H 27.882 24.805 -0.090
C 24.546 20.731 -0.564
S 25.546 20.766 0.902
O 26.309 19.484 0.958
C 26.662 22.146 0.596
H 25.216 20.380 -1.303
H 24.276 21.890 -0.691
H 23.765 20.034 -0.665
H 27.354 22.261 1.417
H 26.262 23.153 0.154
H 27.117 21.852 -0.312
*
```

Summary:
relative energy (zero: lowest compared OMol25 entry of this formula, charge and spin) = 111.17 kJ/mol
E_LUMO = 0.0042 Ha
HOMO = -7.54 eV

Results of the natural (NBO) charge analysis, in e, for atoms 1 through 8:
1 C -0.651
2 C -0.054
3 O -0.738
4 H 0.222
5 H 0.218
6 H 0.216
7 H 0.155
8 H 0.160

***

# 5
Density functional theory data (wB97M-V/def2-TZVPD) for a 7-piece molecular cluster, C14H42O7S7 overall.

Structure (ORCA input):
```
! RIJCOSX wB97M-V def2-TZVPD def2/J DEFGRID3
* xyz 1 2
C 24.807 -6.239 23.851
S 25.366 -6.771 25.507
O 24.044 -6.992 26.233
C 26.094 -8.471 25.066
H 24.416 -5.222 23.840
H 23.957 -6.796 23.457
H 25.647 -6.075 23.176
H 26.738 -8.705 25.914
H 26.800 -8.239 24.268
H 25.373 -9.180 24.661
C 28.633 0.774 18.735
S 27.433 2.177 19.064
O 26.381 2.011 17.937
C 26.674 1.442 20.582
H 29.097 0.500 19.682
H 29.328 1.172 17.996
H 28.101 -0.122 18.414
H 27.503 1.300 21.275
H 26.082 0.546 20.396
H 25.964 2.145 21.018
C 22.877 3.028 21.404
S 21.360 3.822 20.663
O 20.313 4.071 21.830
C 22.211 5.464 20.225
H 23.285 3.555 22.267
H 23.673 3.119 20.665
H 22.837 1.988 21.730
H 21.665 6.035 19.474
H 23.154 5.253 19.721
H 22.360 6.157 21.052
C 21.774 -3.281 23.488
S 23.023 -1.997 23.833
O 24.251 -2.636 24.347
C 23.643 -1.401 22.118
H 20.921 -2.978 22.880
H 21.462 -3.715 24.438
H 22.373 -4.046 22.994
H 23.882 -2.239 21.464
H 24.502 -0.787 22.386
H 22.944 -0.839 21.499
C 17.167 1.899 22.329
S 17.751 0.284 21.688
O 17.524 0.274 20.199
C 19.485 0.575 22.196
H 17.157 2.618 21.509
H 17.747 2.443 23.074
H 16.137 1.618 22.551
H 20.035 -0.283 21.808
H 19.675 0.682 23.264
H 19.802 1.550 21.827
C 25.976 0.483 27.675
S 27.601 0.094 26.963
O 28.153 -0.976 27.837
C 26.763 -0.866 25.590
H 25.275 -0.352 27.664
H 25.530 1.373 27.231
H 26.203 0.871 28.668
H 26.242 -0.172 24.931
H 26.207 -1.679 26.057
H 27.449 -1.321 24.876
C 20.861 -9.488 26.525
S 21.374 -9.067 24.820
O 20.173 -9.521 24.047
C 21.214 -7.252 25.034
H 20.733 -10.534 26.245
H 19.862 -9.171 26.825
H 21.657 -9.535 27.269
H 20.177 -7.118 25.342
H 21.221 -6.601 24.159
H 21.985 -6.909 25.723
*
```

Summary:
relative energy (zero: lowest compared OMol25 entry of this formula, charge and spin) = 135.28 kJ/mol
E_LUMO (alpha / beta) = -0.1407 / -0.3280 Ha
HOMO (alpha / beta) = -10.83 / -10.75 eV

Results of the natural (NBO) charge analysis, in e, for atoms 1 through 8:
1 C -0.834
2 S 1.211
3 O -0.990
4 C -0.778
5 H 0.207
6 H 0.242
7 H 0.234
8 H 0.248

***

# 6
Density functional theory data (wB97M-V/def2-TZVPD) for C14H43Ag4N9O9 as an isolated structure.

Structure (ORCA input):
```
! RIJCOSX wB97M-V def2-TZVPD def2/J DEFGRID3
* xyz 2 1
Ag 0.625 4.018 2.597
Ag -0.308 0.641 3.027
Ag 1.512 -2.364 2.689
Ag 2.717 0.763 3.136
O 1.512 -0.346 1.331
C 0.869 0.273 0.206
C 0.336 1.717 0.184
O -0.462 2.232 1.243
H 0.081 -0.393 -0.154
H 1.618 0.200 -0.590
H -0.255 1.789 -0.737
H 1.137 2.434 -0.036
C -3.998 -2.114 1.717
C -3.132 -1.704 2.892
C -2.192 -2.875 3.320
O -2.785 -4.030 3.779
C -2.859 -4.179 5.174
N -2.352 -0.516 2.547
H -4.646 -2.971 1.890
H -3.301 -2.400 0.915
H -4.603 -1.340 1.237
H -3.844 -1.552 3.707
H -1.443 -2.470 4.021
H -1.555 -3.051 2.438
H -3.479 -3.404 5.626
H -1.882 -4.290 5.661
H -3.279 -5.152 5.433
H -2.119 -0.647 1.559
H -3.053 0.219 2.448
C -1.917 -3.117 -3.548
C -1.668 -2.106 -2.430
O -1.012 -2.662 -1.290
H -1.011 -3.439 -4.055
H -2.647 -2.641 -4.203
H -2.462 -3.976 -3.151
H -2.667 -1.851 -2.076
H -1.160 -1.368 -3.060
H -0.848 -1.931 -0.691
C 1.706 -1.764 -4.338
C 2.312 -0.399 -4.012
O 1.821 0.644 -4.884
H 0.629 -1.665 -4.245
H 2.062 -2.355 -3.488
H 2.116 -2.219 -5.233
H 3.404 -0.385 -4.073
H 1.994 -0.057 -3.017
H 2.275 1.427 -4.559
C -3.960 1.235 -0.384
O -5.133 1.133 -0.726
N -2.945 0.736 -1.126
N -3.608 1.831 0.794
H -3.123 0.728 -2.120
H -2.072 1.171 -0.863
H -2.616 1.866 0.985
H -4.248 2.373 1.345
C 5.506 3.696 -0.557
O 5.938 4.403 0.350
N 4.353 2.971 -0.403
N 6.068 3.654 -1.770
H 3.800 2.551 -1.136
H 3.680 3.134 0.324
H 5.663 2.953 -2.366
H 6.853 4.226 -2.020
C 4.383 -2.202 1.056
O 3.717 -2.380 2.094
N 5.429 -2.963 0.645
N 3.965 -1.355 0.086
H 5.948 -3.537 1.288
H 5.739 -2.874 -0.302
H 4.426 -1.226 -0.792
H 3.119 -0.873 0.372
C -1.599 5.482 -0.083
O -1.713 6.670 -0.352
N -1.485 5.044 1.207
N -1.643 4.538 -1.037
H -1.496 4.076 1.487
H -1.437 5.800 1.876
H -1.329 3.603 -0.865
H -1.963 4.907 -1.918
*
```

Summary:
E_LUMO = -0.3361 Ha
HOMO = -14.33 eV

Results of the Löwdin charge analysis, in e, for atoms 1 through 8:
1 Ag 0.803
2 Ag 0.669
3 Ag 0.798
4 Ag 0.783
5 O -0.481
6 C -0.321
7 C -0.360
8 O -0.447

***

Q: Which F_max values were calculated for the entries above? A: 1.85 0.53 2.20 8.80 3.85 3.83, in eV Å⁻¹.